No. 1
A molecular structure, H28O14 at a distorted geometry. Source: OMol25; level of theory: wB97M-V/def2-TZVPD.

Cartesian coordinates (Å):
1 O -8.317 45.647 54.081
2 H -8.558 44.746 53.716
3 H -7.538 45.808 53.523
4 O -4.397 42.668 57.384
5 H -3.732 43.010 56.794
6 H -5.116 42.655 56.727
7 O -4.125 46.731 54.277
8 H -4.788 46.535 53.657
9 H -4.427 47.554 54.622
10 O -3.348 40.789 55.233
11 H -3.349 41.198 54.285
12 H -4.208 40.587 55.635
13 O -6.393 46.013 53.001
14 H -6.998 46.712 52.704
15 H -6.384 45.279 52.534
16 O -5.824 43.416 53.531
17 H -4.905 43.157 53.354
18 H -5.823 44.011 54.362
19 O -3.880 41.519 52.570
20 H -3.810 40.589 52.310
21 H -3.199 41.900 52.023
22 O -2.900 43.386 50.926
23 H -3.118 43.330 51.865
24 H -2.287 42.545 50.830
25 O -2.315 44.107 53.148
26 H -2.713 44.814 53.716
27 H -1.607 43.729 53.528
28 O -4.991 45.119 55.574
29 H -5.746 45.405 56.271
30 H -4.745 46.003 55.365
31 O -6.126 41.952 50.511
32 H -5.301 41.707 51.025
33 H -6.303 41.026 50.591
34 O -7.269 45.372 56.772
35 H -7.531 45.561 55.748
36 H -6.911 46.258 56.963
37 O -8.513 43.470 53.871
38 H -7.533 43.533 53.470
39 H -8.612 42.774 54.441
40 O -6.185 44.167 50.875
41 H -6.687 44.452 49.957
42 H -6.161 43.138 50.767

Properties
multiplicity	1
largest force on an atom	0.168	Eh/bohr
LUMO level	-0.560	eV
energy relative to the best compared isomer or geometry (same formula, charge and spin)	813.6	kJ/mol
net charge	0

Atomic partial charges in e from the natural (NBO) method, atoms 1 to 4: -1.046 0.471 0.422 -0.929

No. 2
A molecular structure, H29O14 at a distorted geometry. Source: OMol25; level of theory: wB97M-V/def2-TZVPD.

Cartesian coordinates (Å):
1 O 4.904 1.087 -0.564
2 H 0.150 -4.651 1.239
3 O -0.696 -1.229 -0.063
4 H -0.211 -0.956 0.684
5 H -0.763 -3.399 0.706
6 O -3.096 0.314 -3.352
7 H -2.133 -0.383 2.822
8 H -3.342 0.986 -3.940
9 O -0.424 -1.801 -2.929
10 H -1.059 -1.309 -2.466
11 H -0.635 -2.632 -3.346
12 O -0.684 3.900 -2.378
13 H -0.646 4.749 -2.866
14 H -0.648 3.395 -3.415
15 O 1.238 1.335 1.022
16 H 1.699 2.048 0.405
17 H 0.958 1.869 1.748
18 O 1.031 0.549 -1.564
19 H 1.397 1.084 -0.844
20 H 0.304 1.131 -1.778
21 O -0.673 2.923 2.271
22 H -0.517 2.277 1.527
23 H -1.582 2.872 2.652
24 O 1.054 -2.171 1.614
25 H 1.348 -2.870 2.069
26 H 4.182 1.162 0.115
27 O -0.367 -4.219 0.497
28 H 0.533 -1.797 -2.055
29 H -2.697 -0.402 -3.900
30 O -2.119 0.595 2.725
31 H -1.188 -0.317 -0.275
32 H 1.136 -1.134 4.910
33 O 1.862 -1.192 4.473
34 H 0.793 -1.379 2.068
35 H 2.512 -0.447 4.548
36 O 1.248 -1.801 -1.086
37 H 1.366 -2.431 -0.151
38 H 0.848 -0.925 -0.999
39 O -2.041 0.955 -0.918
40 H -1.777 1.734 -0.488
41 H -3.024 1.221 -1.023
42 H 4.558 0.114 -0.845
43 H -2.799 1.148 3.149

Properties
multiplicity	1
largest force on an atom	0.192	Eh/bohr
LUMO level	-2.957	eV
energy relative to the best compared isomer or geometry (same formula, charge and spin)	785.0	kJ/mol
net charge	+1

Atomic partial charges in e from the natural (NBO) method, atoms 1 to 4: -0.911 0.476 -0.997 0.462

No. 3
15 unconnected molecules or ions with the total composition H29O15 at a distorted geometry. Source: OMol25; level of theory: wB97M-V/def2-TZVPD.

Cartesian coordinates (Å):
1 O 3.153 2.065 -0.084
2 H 3.317 1.471 0.659
3 H -1.697 2.517 -2.735
4 O -1.596 -2.868 -0.443
5 H -1.421 -3.133 -1.350
6 H -0.790 -2.461 -0.030
7 O -2.018 2.975 -3.506
8 H -2.501 2.491 -4.166
9 H 1.207 0.956 3.916
10 O 1.753 -2.459 -1.016
11 H 1.859 -2.293 -2.020
12 H 1.566 -1.526 -0.670
13 O 0.941 1.528 1.437
14 H 1.344 1.949 0.679
15 H 0.007 1.455 0.974
16 O -2.574 2.764 2.390
17 H -2.569 2.468 1.481
18 H -2.348 2.063 2.997
19 O 0.550 -1.713 2.423
20 H 0.009 -1.734 3.210
21 H 0.276 -0.981 1.864
22 O 1.676 0.306 -1.825
23 H 2.326 0.599 -1.137
24 H 4.103 2.309 -0.275
25 O 0.762 -3.074 -4.279
26 H 1.192 -2.349 -3.826
27 H 0.920 -3.883 -3.790
28 O -4.130 -3.569 -0.943
29 H -3.224 -3.857 -0.853
30 O -1.074 0.583 -2.376
31 H -0.863 1.203 -1.509
32 H -1.454 -0.278 -2.221
33 O 4.103 1.696 3.328
34 H 3.364 1.639 2.705
35 H 4.312 0.777 3.518
36 O -0.701 1.845 -0.327
37 H -1.232 2.643 -0.212
38 H 0.882 0.863 -1.738
39 O 0.896 0.580 4.752
40 H -0.056 0.579 4.581
41 H -4.043 -2.764 -0.369
42 O -1.800 -0.535 0.538
43 H -2.342 -0.781 -0.220
44 H -1.399 0.258 0.109

Properties
multiplicity	1
largest force on an atom	0.054	Eh/bohr
LUMO level	2.426	eV
energy relative to the best compared isomer or geometry (same formula, charge and spin)	132.9	kJ/mol
net charge	-1

Atomic partial charges in e from the natural (NBO) method, atoms 1 to 4: -0.943 0.473 0.506 -0.999

No. 4
A molecular structure, H2KO at a distorted geometry. Source: OMol25; level of theory: wB97M-V/def2-TZVPD.

Cartesian coordinates (Å):
1 O -0.185 -0.005 0.956
2 H 0.295 0.304 1.758
3 H -0.734 -0.759 1.272
4 K 0.624 0.460 -3.986

Properties
multiplicity	1
largest force on an atom	0.021	Eh/bohr
LUMO level	-4.570	eV
energy relative to the best compared isomer or geometry (same formula, charge and spin)	48.2	kJ/mol
net charge	+1

How positive or negative is each atom? The natural (NBO) charges in e answer that: -0.962 0.483 0.479 1.000

No. 5
A molecular structure, H2KS2. Source: OMol25; level of theory: wB97M-V/def2-TZVPD.

Cartesian coordinates (Å):
1 S 0.297 0.772 0.646
2 S -0.642 -0.708 -0.433
3 H -0.129 0.411 1.875
4 H -1.795 -0.054 -0.690
5 K 2.269 -0.421 -1.398

Properties
multiplicity	1
largest force on an atom	0.009	Eh/bohr
LUMO level	-4.057	eV
net charge	+1

Atomic partial charges in e from the natural (NBO) method, atoms 1 to 4: -0.170 -0.170 0.179 0.179

HOMO level, respectively: -9.6, -13.7, -6.8, -14.3, -14.1 eV.
HOMO-LUMO gap, respectively: 9.1, 10.8, 9.2, 9.8, 10.0 eV.